DFT (ωB97M-V with the def2-TZVPD basis set) results for the molecule C3H8N2O2 in a non-equilibrium geometry.

```
15
Properties=species:S:1:pos:R:3:forces:R:3
N 0.037 1.570 -1.935 0.1 0.3 -0.4
C 0.185 0.980 -0.630 -0.9 -0.4 -0.3
C 0.566 -0.501 -0.653 0.5 0.4 0.7
O 0.894 -1.081 -1.654 0.0 -0.1 -0.3
N 0.608 -1.143 0.604 -1.3 -0.6 -0.3
C -0.573 -0.949 1.484 0.6 -0.3 -0.4
O -0.445 0.157 2.324 -0.2 0.5 0.1
H -0.905 1.497 -2.284 -0.1 -0.1 0.0
H 0.645 1.161 -2.635 0.1 -0.1 0.3
H -0.787 1.036 -0.119 0.2 0.2 0.1
H 0.878 1.567 -0.032 0.3 -0.2 0.2
H 0.626 -2.145 0.389 0.6 0.3 0.2
H -1.473 -0.876 0.863 -0.1 0.3 0.2
H -0.668 -1.843 2.100 0.1 -0.1 0.0
H 0.411 0.571 2.176 0.0 -0.1 0.0
```
Forces are in eV/Å.

* energy above the lowest of the compared OMol25 structures with the same formula, charge and spin: 1.231 eV
* frontier orbital gap: 10.3 eV
* LUMO: 0.750 eV
* structure (SMILES): NCC(=O)NCO
* HOMO: -9.56 eV